A 2-piece molecular cluster, C7H17FNO7PSSi overall at a distorted geometry, computed with the ωB97M-V functional and the def2-TZVPD basis.

Values from the calculation:
* multiplicity: 1
* total charge: -2
* highest occupied orbital energy: 2.2 eV
* strongest force on any atom: 1.9 eV/Å
* orbital gap: 2.0 eV
* calculated total energy: -1987.26845 Ha
* lowest unoccupied orbital energy: 4.16 eV

Last column: Mulliken charge in e.
Positions of all 36 atoms, in Å:
C1 -2.24693 -0.64626 -0.35914  -0.854
P1 -1.28963 -0.19894 -1.86889  0.252
O1 -0.68919 1.26210 -1.43790  -0.567
N1 0.15482 -1.18400 -1.74008  0.194
C2 0.46175 -1.84672 -0.45765  -0.949
C3 1.03000 -0.81999 0.53560  -0.399
O2 0.32992 -0.80577 1.78839  -0.541
Si1 0.25186 0.63751 2.59663  0.724
C4 -0.16473 0.20450 4.37170  -1.167
C5 -1.08953 1.78222 1.98167  -0.913
C6 1.88598 1.55813 2.57226  -1.119
S1 0.34394 -2.25901 -3.01219  1.043
O3 1.49626 -1.84888 -3.69611  -0.467
O4 0.12978 -3.60415 -2.55455  -0.659
F1 -0.86452 -1.93964 -3.90863  -0.179
H1 -2.69852 -1.63011 -0.51045  0.363
H2 -1.68900 -0.67571 0.57814  0.076
H3 -3.03590 0.10196 -0.26802  0.324
H4 -1.06212 1.90050 -2.06104  0.294
H5 -0.35634 -2.43517 -0.03887  0.340
H6 1.26883 -2.55316 -0.64921  0.549
H7 2.06596 -1.10076 0.74578  0.267
H8 1.07470 0.16717 0.06639  0.462
H9 -1.13328 -0.29056 4.45478  0.290
H10 0.60685 -0.42244 4.82365  0.301
H11 -0.20191 1.13982 4.93916  0.312
H12 -1.27061 1.68608 0.90947  0.219
H13 -2.02336 1.52258 2.49012  0.280
H14 -0.84708 2.82421 2.20236  0.400
H15 2.75524 0.90445 2.49702  0.317
H16 1.96269 2.08663 3.52873  0.341
H17 1.89066 2.30966 1.78236  0.340
C7 0.74897 1.04548 -5.08857  0.521
O5 1.86238 0.99243 -5.72918  -0.849
O6 -0.35081 0.57929 -5.60683  -0.835
O7 0.69288 1.55654 -3.87687  -0.715

=====

C7H17N in the gas phase at a distorted geometry, computed with the ωB97M-V functional and the def2-TZVPD basis.

Values from the calculation:
* structure (SMILES): CCN[C@@H](C)C(C)C
* multiplicity: 1
* highest occupied orbital energy: -8.4 eV
* strongest force on any atom: 2.6 eV/Å
* orbital gap: 9.5 eV
* ΔE to the lowest compared entry with this formula, charge and spin: 0.984 eV
* calculated total energy: -331.63474 Ha
* lowest unoccupied orbital energy: 1.12 eV

Last column: Mulliken charge in e.
Positions of all 25 atoms, in Å:
C1 -3.17448 -0.78644 -0.29235  -1.262
C2 -2.23336 -0.12537 0.67164  -0.328
N1 -1.02393 0.45633 0.06557  -0.313
C3 0.29491 0.02730 0.57187  -0.010
C4 0.54495 -1.47089 0.44486  -1.323
C5 1.32491 0.84128 -0.19543  0.496
C6 2.69575 0.80316 0.56758  -1.493
C7 1.58830 0.52667 -1.67515  -1.530
H1 -3.88779 -1.44204 0.21748  0.368
H2 -3.78983 -0.05903 -0.81937  0.328
H3 -2.63537 -1.42547 -0.99386  0.335
H4 -2.72514 0.62617 1.27801  0.325
H5 -1.87495 -0.89157 1.38401  0.248
H6 -1.12029 0.41005 -0.93932  0.248
H7 0.22393 0.26886 1.63517  0.344
H8 1.41676 -1.79270 1.01797  0.361
H9 -0.32029 -2.05300 0.76108  0.410
H10 0.74106 -1.71085 -0.60413  0.251
H11 1.05810 1.88821 -0.08608  0.303
H12 3.33226 -0.04213 0.80706  0.333
H13 3.32147 1.63417 0.22835  0.407
H14 2.39395 1.16881 1.56798  0.396
H15 2.32412 -0.27048 -1.76595  0.347
H16 0.68152 0.15059 -2.16812  0.360
H17 1.84390 1.43898 -2.20152  0.397

=====

A 3-piece molecular cluster, C7H17N overall at a distorted geometry, computed with the ωB97M-V functional and the def2-TZVPD basis.

Values from the calculation:
* structure (SMILES): C=CC(C)C.C=C.N
* multiplicity: 1
* highest occupied orbital energy: -8.3 eV
* strongest force on any atom: 2.6 eV/Å
* orbital gap: 9.3 eV
* ΔE to the lowest compared entry with this formula, charge and spin: 2.630 eV
* calculated total energy: -331.57424 Ha
* lowest unoccupied orbital energy: 1.05 eV

Last column: Mulliken charge in e.
Positions of all 25 atoms, in Å:
C1 0.89529 -0.58469 -1.08504  -0.939
C2 0.92406 -0.79508 0.23480  -0.482
C3 -0.11246 -1.56557 1.01681  0.763
C4 -1.53042 -1.39030 0.47177  -1.453
C5 0.27592 -3.05010 1.03608  -1.467
H1 0.12621 -1.01056 -1.71120  0.331
H2 1.75503 -0.18795 -1.60338  0.339
H3 1.82154 -0.53863 0.78834  0.452
H4 -0.10141 -1.20388 2.05249  0.284
H5 -1.78019 -0.33426 0.38052  0.290
H6 -1.62886 -1.85327 -0.50933  0.314
H7 -2.24916 -1.86417 1.13816  0.448
H8 0.27741 -3.45230 0.02453  0.324
H9 -0.43211 -3.62231 1.63481  0.421
H10 1.26974 -3.18477 1.46029  0.379
C6 -0.32525 2.35948 -1.42964  -0.044
C7 0.67020 3.19397 -1.74533  -0.605
H11 -0.16408 1.25242 -1.52062  -0.121
H12 -1.35351 2.67966 -1.49548  0.237
H13 1.70143 2.86999 -1.70585  0.245
H14 0.50229 4.22400 -2.02143  0.260
N1 -0.28266 2.06165 0.92304  -0.596
H15 0.27490 1.18962 0.82673  0.130
H16 -0.86040 1.95383 1.75856  0.223
H17 0.32649 2.85324 1.08038  0.266

=====

A 2-piece molecular cluster, C7H17N overall at a distorted geometry, computed with the ωB97M-V functional and the def2-TZVPD basis.

Values from the calculation:
* structure (SMILES): C/C=N/C(C)C.CC
* multiplicity: 1
* highest occupied orbital energy: -8.0 eV
* strongest force on any atom: 3.8 eV/Å
* orbital gap: 8.5 eV
* ΔE to the lowest compared entry with this formula, charge and spin: 3.930 eV
* calculated total energy: -331.52647 Ha
* lowest unoccupied orbital energy: 0.49 eV

Last column: Mulliken charge in e.
Positions of all 25 atoms, in Å:
C1 0.25902 -1.97642 0.56265  -1.415
C2 -0.22248 -0.56948 0.77596  0.200
N1 -0.18256 0.42586 -0.03445  -0.241
C3 -1.68146 0.43692 -0.34120  0.378
C4 -2.43667 1.28738 0.70708  -1.515
C5 -2.41649 -0.82408 -0.83622  -1.292
H1 -0.56327 -2.66058 0.76593  0.405
H2 1.16485 -2.23957 1.09691  0.379
H3 0.53531 -2.10900 -0.48680  0.356
H4 -0.72549 -0.52511 1.76978  0.275
H5 -1.77729 1.10126 -1.19851  0.263
H6 -3.36909 1.68560 0.30162  0.431
H7 -1.80716 2.09373 1.07112  0.375
H8 -2.75085 0.69665 1.57413  0.348
H9 -1.70473 -1.61337 -1.05545  0.366
H10 -2.93331 -0.54933 -1.75032  0.369
H11 -3.17718 -1.11005 -0.11077  0.291
C6 3.09113 1.02110 0.29987  -0.921
C7 2.82344 0.56044 -1.11364  -0.571
H12 2.56346 0.46322 1.07161  0.175
H13 4.10996 1.09404 0.69825  0.382
H14 2.83074 2.05575 0.56020  0.294
H15 3.12331 1.26309 -1.88991  0.309
H16 1.77340 0.30660 -1.22847  0.165
H17 3.47344 -0.31465 -1.20936  0.193

=====

A 2-piece molecular cluster, C7H17N2 overall at a distorted geometry, computed with the ωB97M-V functional and the def2-TZVPD basis.

Values from the calculation:
* multiplicity: 1
* total charge: +1
* highest occupied orbital energy: -12.6 eV
* strongest force on any atom: 3.4 eV/Å
* orbital gap: 8.1 eV
* ΔE to the lowest compared entry with this formula, charge and spin: 3.627 eV
* calculated total energy: -386.04878 Ha
* lowest unoccupied orbital energy: -4.56 eV

Last column: Mulliken charge in e.
Positions of all 26 atoms, in Å:
C1 -0.97783 -0.07693 -0.42000  0.285
C2 2.03866 0.14490 -0.02441  -0.831
C3 0.86296 1.00659 2.08456  -1.406
C4 0.87014 2.45847 -0.03671  -1.252
C5 -2.02018 -1.96963 -1.54402  -0.972
C6 -0.25249 -2.22575 0.13804  -1.155
C7 1.15333 1.13670 0.61756  1.155
N1 -1.75951 0.80819 -1.04754  -0.324
N2 -1.23489 -1.35094 -0.50945  0.060
H1 2.77750 -0.21019 0.85851  0.333
H2 2.64986 0.64223 -0.78647  0.349
H3 1.65568 -0.90626 -0.31335  0.128
H4 1.79467 1.37714 2.56796  0.443
H5 0.70617 -0.02581 2.43423  0.290
H6 -0.03241 1.58455 2.35543  0.414
H7 1.61305 3.17838 -0.42390  0.346
H8 0.25794 2.09976 -0.94188  0.332
H9 0.28378 3.05658 0.59762  0.378
H10 -2.84790 -1.40129 -1.96715  0.320
H11 -2.75593 -2.79433 -1.24170  0.283
H12 -1.35192 -2.33468 -2.33944  0.342
H13 0.40340 -2.53513 -0.68579  0.443
H14 -0.79212 -2.93196 0.73546  0.338
H15 0.24717 -1.66088 0.90705  0.273
H16 -1.94464 1.79985 -0.65429  0.303
H17 -2.44605 0.46981 -1.70297  0.126

=====

A 3-piece molecular cluster, C7H17N3 overall at a distorted geometry, computed with the ωB97M-V functional and the def2-TZVPD basis.

Values from the calculation:
* multiplicity: 1
* highest occupied orbital energy (spin up / spin down): -7.1 / -6.5 eV
* strongest force on any atom: 2.9 eV/Å
* orbital gap (spin up / spin down): 8.0 / 7.0 eV
* ΔE to the lowest compared entry with this formula, charge and spin: 5.124 eV
* calculated total energy: -441.01074 Ha
* lowest unoccupied orbital energy (spin up / spin down): 0.91 / 0.48 eV

Last column: Mulliken charge in e.
Positions of all 27 atoms, in Å:
C1 -0.28967 -0.54132 -0.15834  1.270
C2 1.51192 1.43790 -0.06251  0.391
C3 -0.04783 -1.08068 1.22336  -1.658
C4 0.17390 -1.42231 -1.28614  -1.577
C5 1.55557 1.88947 1.36316  -1.280
C6 2.64391 0.57676 -0.53214  -1.133
N1 -0.52382 0.76191 -0.31254  -0.624
C7 -2.58784 -0.73015 -0.41705  0.278
N2 -3.40692 0.29367 -0.07149  -0.427
N3 -2.89621 -1.91055 -0.73873  -0.585
H1 -0.65566 0.96668 -1.30418  0.293
H2 1.27745 2.24029 -0.75794  0.290
H3 -2.95707 1.11398 0.30624  0.216
H4 -4.35897 0.10649 0.23413  0.239
H5 -3.90431 -2.13175 -0.73447  0.194
H6 -0.57182 -2.21683 -1.41123  0.430
H7 1.00806 -1.31125 1.38449  0.309
H8 -0.59515 -2.02179 1.33248  0.466
H9 -0.38671 -0.37763 1.98288  0.343
H10 0.23806 -0.88148 -2.23199  0.346
H11 1.13156 -1.89941 -1.07035  0.337
H12 1.70144 1.05267 2.05199  0.245
H13 2.78980 -0.29777 0.10897  0.211
H14 0.64288 2.41942 1.64210  0.321
H15 2.39436 2.58463 1.53130  0.397
H16 3.59681 1.13140 -0.50661  0.400
H17 2.51626 0.24767 -1.56539  0.308